Molecular formula: C23H18N2O2RhSe
Method: DFT, ωB97M-V/def2-TZVPD

```
47
Properties=species:S:1:pos:R:3:forces:R:3
Rh 1.081870 0.386601 -1.902721 -0.08 -0.31 -0.14
C 0.050188 3.238682 -2.136035 0.02 -0.01 -0.01
O 0.252867 2.159528 -1.195656 -0.19 0.02 -0.01
C -0.488629 2.170924 -0.025577 0.06 -0.05 0.00
C -1.405533 3.174843 0.224350 -0.04 0.02 0.03
C -2.116716 3.189503 1.415647 0.02 -0.03 0.01
C -1.910038 2.205433 2.371095 -0.02 0.04 -0.04
C -0.990780 1.209130 2.120110 0.00 0.01 -0.01
C -0.267935 1.155272 0.923482 -0.02 -0.02 -0.12
N 0.594203 0.054562 0.878290 0.09 0.05 0.00
N 1.215196 -0.335106 -0.129351 0.02 -0.05 0.21
C 2.047172 -1.456094 -0.076532 -0.01 0.03 0.02
C 2.493092 -1.840896 -1.349848 0.04 -0.20 0.21
O 2.169634 -1.150231 -2.406547 -0.07 0.24 -0.26
C 3.291790 -3.001770 -1.506982 0.02 -0.03 0.03
C 3.633484 -3.712117 -0.408117 0.01 0.00 -0.04
C 3.228451 -3.333410 0.909141 -0.02 0.03 0.04
C 3.650081 -4.102010 2.005815 0.02 -0.02 -0.03
C 3.305415 -3.754408 3.286375 -0.01 0.00 0.06
C 2.527348 -2.614069 3.494175 0.00 -0.01 0.00
C 2.087907 -1.844490 2.439192 0.01 -0.02 -0.05
C 2.421797 -2.185747 1.113441 -0.01 -0.01 0.04
H -0.978504 3.230609 -2.490919 0.01 0.00 -0.01
H 0.738080 3.051674 -2.956839 -0.01 0.00 0.00
H 0.301310 4.183770 -1.659698 0.00 0.00 0.00
H -1.587703 3.950322 -0.504131 0.00 -0.01 0.03
H -2.831842 3.981946 1.589766 0.00 0.00 0.00
H -2.458108 2.217578 3.302639 0.01 0.00 -0.01
H -0.803384 0.425484 2.841918 0.00 0.00 0.00
H 3.603212 -3.281089 -2.503119 0.00 0.01 -0.01
H 4.245094 -4.600101 -0.512083 0.00 0.00 0.00
H 4.261714 -4.976216 1.819634 0.00 0.00 0.00
H 3.636515 -4.350430 4.125535 0.00 0.00 0.00
H 2.261363 -2.324923 4.502477 0.00 0.00 0.00
H 1.489176 -0.975252 2.641498 0.00 0.00 0.00
Se -0.710227 -0.991390 -2.557100 0.19 0.34 0.07
C -2.165616 0.111332 -2.019388 -0.08 0.00 -0.03
C -2.798479 -0.113534 -0.798131 -0.03 -0.03 0.01
C -3.900839 0.648921 -0.441388 0.02 -0.01 0.02
C -4.373911 1.632501 -1.299278 0.02 0.01 -0.01
C -3.750022 1.855432 -2.521037 0.00 -0.02 0.02
C -2.649081 1.093895 -2.884765 0.01 -0.02 -0.01
H -2.437121 -0.897034 -0.144298 -0.01 0.00 0.01
H -4.400133 0.464726 0.500780 0.01 0.00 0.00
H -5.242283 2.216391 -1.023316 0.00 0.00 0.00
H -4.138827 2.603125 -3.199746 0.01 0.01 -0.01
H -2.181263 1.228128 -3.852780 -0.01 0.03 0.01
```
Positions in Å, forces in eV/Å.

Computed properties:
- Frontier orbital gap: 0.21848 Ha
- Net charge: +1

These are the Mulliken partial charges, in e, on atoms 1 to 5: 0.48 -0.96 -0.45 1.74 -0.47

***

Molecular formula: C16H14BaBrN3O5
Method: DFT, ωB97M-V/def2-TZVPD

```
40
Properties=species:S:1:pos:R:3:forces:R:3
Ba -2.299306 -1.901171 -1.402071 1.54 -0.92 -3.18
O 0.948063 -2.096298 -2.589373 0.04 0.28 -0.19
C 1.520154 -0.874755 -2.853388 0.02 0.07 -0.07
C 2.743950 -0.836153 -3.500627 -0.06 0.04 0.03
C 3.351395 0.386770 -3.745307 0.04 -0.07 -0.03
C 2.750649 1.562512 -3.330157 0.00 0.06 0.00
C 1.518951 1.518681 -2.690737 -0.03 -0.02 -0.01
C 0.875383 0.311296 -2.464922 0.15 -0.08 0.00
C -0.497592 0.177139 -1.838330 0.20 0.18 0.09
O -0.547952 -0.763567 -0.855646 2.61 1.82 0.70
N -1.032832 1.492798 -1.422080 0.20 0.11 0.47
N -2.375584 1.469520 -0.990067 0.09 -0.22 -0.48
C -2.688926 0.952304 0.133163 0.18 0.29 0.12
C -1.816983 0.434116 1.207293 0.25 0.21 0.13
Br -2.374402 -1.277250 1.853596 -0.03 0.12 0.19
C -0.756204 1.071990 1.685623 -0.29 -0.12 -0.08
C 0.143534 0.642160 2.764562 0.09 0.02 0.02
C 1.516144 0.659514 2.525782 0.01 -0.01 0.02
C 2.403266 0.256692 3.510305 0.03 0.01 -0.03
C 1.929505 -0.146716 4.749555 0.00 -0.01 0.05
C 0.565100 -0.147528 5.000496 0.01 -0.01 0.02
C -0.324941 0.243372 4.013347 -0.03 0.00 -0.01
H 0.401216 -1.898181 -1.805071 0.09 -0.06 0.34
H 3.209229 -1.768339 -3.789589 0.01 -0.02 0.00
H 4.309331 0.414935 -4.248035 0.00 0.00 -0.01
H 3.235161 2.514080 -3.501481 0.00 0.01 0.00
H 1.064382 2.441799 -2.357121 -0.02 0.02 0.01
H -1.161060 -0.163784 -2.690712 0.04 0.16 -0.21
H -1.024691 2.076946 -2.251893 -0.21 -0.02 0.10
H -3.753701 0.978555 0.359949 0.02 -0.08 -0.07
H -0.499824 1.987528 1.160040 0.00 -0.01 0.00
H 1.882440 0.971484 1.555484 0.00 0.02 -0.01
H 3.466425 0.260046 3.309634 0.01 0.00 0.00
H 2.622626 -0.453041 5.521798 0.01 -0.01 0.01
H 0.191242 -0.451550 5.969329 0.00 0.00 0.01
H -1.388021 0.249664 4.215376 0.00 0.01 0.00
O -3.732799 -3.501786 -0.594821 -1.73 -1.45 1.16
N -4.556512 -2.581522 -0.279243 -1.48 -0.41 0.71
O -5.261238 -2.659783 0.699749 0.28 0.03 -0.51
O -4.555596 -1.552477 -1.034391 -2.08 0.06 0.75
```
Positions in Å, forces in eV/Å.

Computed properties:
- Frontier orbital gap: 0.31592 Ha
- Energy relative to the best compared isomer or geometry (same formula, charge and spin): 239.3 kJ/mol
- Net charge: 0

These are the Mulliken partial charges, in e, on atoms 1 to 5: 1.90 -0.70 0.22 -0.66 -0.33

***

Max |F| values, unit eV/A, following the record order: 0.39; 3.66.
Highest occupied orbital energy values, unit Ha, following the record order: -0.3962; -0.3216.